1.
Here is the molecule CHF3NO4S2 at a distorted geometry from the Open Molecules 2025 dataset. Energies are from wB97M-V/def2-TZVPD.

Geometry as ORCA input:
```
! wB97M-V def2-TZVPD RIJCOSX def2/J DEFGRID3
* xyz 0 2
H 2.42164 -0.67425 1.63593
N 0.75230 -0.38164 0.65445
S 2.41029 -0.30591 0.26742
O 2.64193 -1.37257 -0.68974
O 2.85419 1.06566 0.11305
S -0.30020 0.51915 -0.29430
O -0.08311 0.26457 -1.70399
O -0.32786 1.86168 0.25421
C -1.90310 -0.32574 0.18406
F -1.83352 -1.59891 -0.13117
F -2.10756 -0.17897 1.47279
F -2.85766 0.26546 -0.50298
*
```

Values from the calculation:
LUMO (alpha / beta)   0.09 / -4.03 eV
Orbital gap (alpha / beta)   12.3 / 8.0 eV
E_tot   -40551.56117 eV
⟨S²⟩   0.76

2.
Here is a structure of composition CHFIPS at a distorted geometry from the Open Molecules 2025 dataset. Energies are from wB97M-V/def2-TZVPD.

Geometry as ORCA input:
```
! wB97M-V def2-TZVPD RIJCOSX def2/J DEFGRID3
* xyz 0 1
C -0.01412 -0.85704 0.12942
F -0.19275 -0.76700 1.43186
P 0.00073 0.47859 -0.97445
S 0.11155 -2.27282 -0.66776
I -2.02170 1.74121 -0.30541
H 2.11628 1.67707 0.38634
*
```

Values from the calculation:
LUMO (alpha / beta)   -1.40 / -2.20 eV
Orbital gap (alpha / beta)   7.2 / 7.6 eV
E_tot   -31991.44706 eV

3.
Here is a cluster of 2 separate species, CHFN2O in total at a distorted geometry from the Open Molecules 2025 dataset. Energies are from wB97M-V/def2-TZVPD.

Geometry as ORCA input:
```
! wB97M-V def2-TZVPD RIJCOSX def2/J DEFGRID3
* xyz 0 1
C 1.27857 -0.02106 0.24237
N -1.10647 0.16793 0.98725
N -1.47090 0.40706 -0.02594
O -1.91345 0.64972 -1.06630
F 1.32421 -0.29969 -1.00631
H 1.88803 -0.90395 0.86893
*
```

Values from the calculation:
LUMO   -0.28 eV
Orbital gap   8.9 eV
E_tot   -8792.23830 eV

4.
Here is a cluster of 2 separate species, CHFNO2S in total at a distorted geometry from the Open Molecules 2025 dataset. Energies are from wB97M-V/def2-TZVPD.

Geometry as ORCA input:
```
! wB97M-V def2-TZVPD RIJCOSX def2/J DEFGRID3
* xyz -1 1
C -0.91257 0.67769 0.76098
N -1.78790 1.05114 1.40056
O 3.55733 -0.99126 -1.44141
O 1.19250 -0.67814 -1.04007
F 2.23388 -2.57129 0.11891
S 2.51661 -0.80939 -0.41652
H 0.10424 0.23048 0.42130
*
```

Values from the calculation:
LUMO   3.91 eV
Orbital gap   9.5 eV
E_tot   -20192.49749 eV

5.
Here is the ion CHFNO5S with charge -1 at a distorted geometry from the Open Molecules 2025 dataset. Energies are from wB97M-V/def2-TZVPD.

Geometry as ORCA input:
```
! wB97M-V def2-TZVPD RIJCOSX def2/J DEFGRID3
* xyz -1 1
C 0.54685 -0.46784 -0.00124
N 1.13329 0.80000 0.56234
O -1.43034 0.56685 -1.57613
O 1.19407 0.89579 1.75433
O 1.33358 1.69904 -0.21363
O -1.72388 0.38224 0.93099
O -1.76535 -1.60600 -0.50228
F 1.16748 -0.68629 -1.25982
S -1.35207 -0.22769 -0.34000
H 0.89637 -1.35609 0.64544
*
```

Values from the calculation:
Structure (SMILES)   O=[N+]([O-])[C@H](F)S(=O)(=O)[O-]
LUMO   3.71 eV
Orbital gap   9.6 eV
E_tot   -26332.32855 eV

6.
Here is the molecule CHFS2 at a distorted geometry from the Open Molecules 2025 dataset. Energies are from wB97M-V/def2-TZVPD.

Geometry as ORCA input:
```
! wB97M-V def2-TZVPD RIJCOSX def2/J DEFGRID3
* xyz 0 1
C -0.47430 1.46290 -0.72740
F -0.40530 0.51706 -1.65407
S -0.10452 1.18902 0.90730
S 0.02089 -1.41554 1.17536
H 0.96323 -1.75344 0.29880
*
```

Values from the calculation:
LUMO (alpha / beta)   -2.17 / -2.17 eV
Orbital gap (alpha / beta)   7.3 / 7.3 eV
E_tot   -25437.43779 eV

Computed relative energy (zero: lowest compared OMol25 entry of this formula, charge and spin), in the same sequence as the records: 0.0; 91.7; 98.5; 0.0; 0.0; 63.8 kcal/mol.